{
  "formula": "C31H62Br4O13",
  "method": "ωB97M-V with the def2-TZVPD basis set",
  "species": ["C", "C", "O", "C", "H", "H", "H", "H", "H", "H", "O", "C", "O", "C", "C", "C", "H", "H", "H", "H", "H", "H", "H", "H", "O", "C", "O", "C", "C", "C", "H", "H", "H", "H", "H", "H", "H", "H", "O", "C", "O", "C", "C", "C", "H", "H", "H", "H", "H", "H", "H", "H", "O", "C", "O", "C", "C", "C", "H", "H", "H", "H", "H", "H", "H", "H", "O", "C", "O", "C", "C", "C", "H", "H", "H", "H", "H", "H", "H", "H", "O", "C", "O", "C", "C", "C", "H", "H", "H", "H", "H", "H", "H", "H", "Br", "C", "C", "Br", "H", "H", "H", "H", "Br", "C", "C", "Br", "H", "H", "H", "H"],
  "coordinates": [[5.79694, -12.67509, 9.21821], [5.92504, -12.61226, 7.71233], [5.66520, -11.63171, 7.10458], [6.49684, -13.80960, 7.02074], [6.79680, -12.68523, 9.66248], [5.25509, -13.57864, 9.52642], [5.25320, -11.81417, 9.59391], [7.52472, -13.95554, 7.36700], [6.48515, -13.64575, 5.94907], [5.93900, -14.71099, 7.28207], [-3.54863, -3.45704, 7.24754], [-3.03717, -4.29612, 7.88659], [-2.72069, -5.48589, 7.39397], [-2.99851, -5.73523, 6.00228], [-1.97430, -5.08517, 5.07001], [-2.60296, -4.15268, 9.32050], [-4.00954, -5.38794, 5.75831], [-3.02054, -6.82326, 5.91502], [-2.42282, -4.90197, 4.08914], [-1.06091, -5.65603, 4.92142], [-1.70762, -4.08616, 5.43328], [-1.50818, -4.16926, 9.35081], [-3.00546, -4.92754, 9.96248], [-2.90386, -3.17679, 9.69104], [0.78414, -12.19534, 7.05797], [1.58555, -11.44018, 7.50802], [1.45943, -10.14042, 7.49610], [0.18516, -9.54538, 7.07181], [0.49364, -8.13841, 6.75810], [2.86271, -11.86894, 8.08372], [-0.53710, -9.59781, 7.88859], [-0.22795, -10.05722, 6.19981], [1.35739, -8.06287, 6.09142], [0.79262, -7.61801, 7.67033], [-0.34500, -7.66114, 6.27033], [2.68434, -12.89479, 8.42740], [3.24040, -11.26715, 8.89300], [3.63707, -11.99075, 7.32630], [-2.75112, -8.72354, 8.54863], [-3.84770, -9.08382, 8.38932], [-4.86137, -8.50884, 8.91589], [-4.55517, -7.55605, 9.89628], [-5.84993, -7.24689, 10.58536], [-4.20053, -10.30606, 7.64743], [-4.17918, -6.65682, 9.41096], [-3.82535, -7.97797, 10.58051], [-5.64256, -6.67851, 11.48242], [-6.33501, -8.18392, 10.88529], [-6.53159, -6.75106, 9.90222], [-3.90717, -11.18510, 8.21259], [-3.80398, -10.26692, 6.64676], [-5.29253, -10.37782, 7.55877], [1.15091, -6.12732, 10.36744], [0.69783, -6.99010, 11.09484], [1.08626, -7.15429, 12.34256], [2.17714, -6.31232, 12.79716], [2.19743, -6.38651, 14.28019], [-0.32830, -8.01222, 10.68668], [1.93199, -5.28049, 12.50025], [3.09982, -6.59512, 12.30460], [2.81492, -5.59492, 14.71160], [2.64089, -7.31999, 14.65099], [1.18894, -6.31640, 14.67458], [-0.94165, -8.35459, 11.51197], [0.19933, -8.85688, 10.22822], [-0.93162, -7.59768, 9.88156], [4.04376, -15.40692, 7.16100], [3.22508, -15.74417, 6.32674], [3.10112, -17.01128, 5.91512], [3.69444, -18.01848, 6.77291], [3.49904, -19.35446, 6.12165], [2.26053, -14.81642, 5.65981], [3.23505, -17.96081, 7.76675], [4.75989, -17.81398, 6.91783], [4.12406, -19.42066, 5.23268], [2.46287, -19.48381, 5.80648], [3.73422, -20.14938, 6.82404], [1.23701, -15.17043, 5.58696], [2.59349, -14.52470, 4.65550], [2.24203, -13.87914, 6.20505], [-4.97527, -14.86643, 6.90033], [-5.34840, -13.94037, 6.22701], [-4.54174, -13.26769, 5.42875], [-3.18347, -13.75985, 5.32035], [-2.18872, -12.79548, 5.99748], [-6.76673, -13.41481, 6.15155], [-2.97003, -13.95965, 4.27448], [-3.15924, -14.73018, 5.84379], [-2.21405, -12.88368, 7.08748], [-2.46962, -11.76666, 5.77172], [-1.15235, -12.99233, 5.71851], [-6.90407, -12.83254, 5.25121], [-6.98789, -12.82447, 7.03679], [-7.42528, -14.27775, 6.12616], [5.62358, -8.93316, 10.07131], [5.10854, -7.46068, 8.88082], [4.41617, -8.08901, 7.72105], [4.08880, -6.74435, 6.37809], [6.03596, -6.96054, 8.64899], [4.45464, -6.79606, 9.42900], [3.46542, -8.50041, 8.04224], [5.01049, -8.87019, 7.26789], [-2.22849, -13.90544, 9.73994], [-0.39990, -13.48257, 10.24852], [-0.34429, -11.97425, 10.38768], [1.33819, -11.45087, 11.26665], [0.25448, -13.75909, 9.42375], [-0.16503, -14.03372, 11.13952], [-1.05948, -11.55413, 11.08096], [-0.42948, -11.47301, 9.43325]],
  "atomic_forces_ev_per_a": [[-0.3219, -0.2704, 0.1413], [1.1015, -1.7975, 1.2798], [-0.5520, 2.3295, -1.3416], [0.2269, -0.4688, 0.2742], [-0.0799, -0.1089, -0.0262], [0.2709, 0.0493, -0.0837], [0.1072, 0.1144, -0.0554], [0.0236, 0.0532, -0.0638], [0.0341, -0.0314, -0.1089], [0.1864, 0.2096, -0.0841], [-1.4687, 2.3325, -1.5441], [1.0889, -1.2125, 1.4970], [0.3923, -1.2674, -0.1927], [-0.1983, 0.1020, -0.2712], [-0.2572, 0.4771, -0.0141], [0.3595, 0.4675, -0.0019], [0.2331, 0.1448, 0.1831], [0.2144, 0.0800, 0.0505], [-0.0094, -0.2366, 0.0525], [-0.0091, -0.1378, 0.1923], [-0.0336, -0.2441, 0.0817], [-0.1289, -0.3005, 0.0630], [0.0865, -0.1871, 0.0098], [-0.1930, -0.0078, -0.0503], [-1.7512, -1.2895, -0.6411], [1.0327, 0.5008, 0.1448], [-0.8824, 1.6606, 0.1074], [0.1219, -0.7824, -0.0546], [0.8999, 0.8380, -0.0326], [0.5809, -1.5891, 0.2650], [0.0813, -0.2788, 0.0001], [0.2432, -0.2959, 0.1732], [-0.1490, -0.1169, -0.1100], [-0.2772, 0.2920, -0.0563], [-0.2758, 0.2672, 0.1329], [0.1684, 0.1641, 0.2616], [-0.0121, 0.3551, 0.0619], [-0.3660, 0.4613, -0.1049], [4.4699, 1.4096, 0.5049], [-1.1462, -2.4154, -1.3080], [-2.5469, 0.4645, 0.5526], [-0.4367, 1.0264, 0.5047], [-0.2434, -0.6555, 0.2443], [-1.7183, -0.4731, -0.5053], [0.3985, -0.0919, 0.0757], [0.2423, 0.1260, 0.0350], [-0.2334, 0.3940, 0.1002], [0.1095, 0.1550, 0.0593], [-0.0757, 0.3313, 0.1161], [0.4968, -0.0981, -0.1378], [0.4308, -0.2901, -0.1693], [0.2058, 0.0413, -0.0670], [-0.2436, -0.4938, 0.1657], [-0.0044, 0.3507, -1.0262], [0.6694, -0.2567, 0.9103], [-0.9641, 1.0138, -0.5197], [0.7124, -0.6261, 0.9881], [0.1414, 0.2633, -0.7329], [0.1920, -0.3466, -0.1141], [0.1294, -0.2036, -0.0577], [-0.1514, 0.1021, -0.1487], [-0.2348, 0.0423, -0.1604], [-0.0966, 0.1352, 0.0712], [0.0323, -0.0637, 0.1063], [0.0201, 0.0026, 0.3020], [-0.1791, 0.0654, 0.1228], [-0.8931, -0.2256, -0.2937], [0.3913, -0.0002, 0.3297], [-0.1744, -0.2955, 0.3229], [0.4207, 0.3032, 0.2349], [-0.3418, 0.0349, -0.2981], [0.1653, 0.9512, -0.3307], [-0.1114, 0.0672, -0.2354], [-0.1571, 0.1284, -0.1113], [0.0514, -0.1976, 0.0223], [-0.0163, 0.0033, 0.0601], [0.1826, -0.0887, -0.0312], [0.0790, -0.3952, 0.0325], [0.0565, -0.4363, 0.0698], [-0.0346, -0.0401, 0.2232], [-0.4757, -0.1528, 0.3933], [-0.4714, -0.3319, 0.3808], [0.9044, 0.6434, -0.9616], [0.6560, -0.5074, 1.1614], [-0.5959, -0.2243, -0.0840], [0.3632, -0.4640, 0.0307], [-0.1301, 0.4195, -0.1770], [0.0949, 0.4021, -0.3078], [-0.1847, -0.1321, -0.1688], [0.2863, 0.0089, -0.2566], [-0.1776, 0.0661, -0.2178], [-0.0327, 0.2347, -0.0617], [-0.0334, 0.0550, 0.0394], [-0.1338, -0.0108, 0.1242], [-0.0904, 0.1821, 0.2108], [0.2295, -0.2042, 0.4807], [-0.0833, -0.2394, -0.0272], [-0.1095, 0.2160, -0.2391], [0.1187, 0.0906, -0.2385], [-0.0681, 0.0599, 0.1642], [-0.1600, -0.0223, -0.1855], [0.0840, -0.1034, -0.1404], [-0.0345, -0.2393, -0.0226], [-0.0469, 0.8699, -0.7197], [0.2808, -0.0123, 0.8530], [0.0544, -0.0763, -0.2671], [-0.1172, -0.2812, 0.0556], [0.0342, -0.0500, 0.3601], [-0.3947, -0.2289, -0.0568], [0.1513, 0.0391, -0.1635]],
  "mulliken_charge": [-0.83, 1.14, -0.53, -1.23, 0.41, 0.26, 0.02, 0.43, 0.32, 0.18, -0.56, 0.71, -0.13, -0.32, -1.03, -0.86, 0.45, 0.23, 0.35, 0.24, 0.30, 0.19, 0.21, 0.33, -0.41, 0.23, -0.04, 0.25, -1.11, -0.71, 0.02, 0.21, 0.25, 0.17, 0.19, 0.43, 0.16, 0.25, -0.26, 0.29, -0.29, 0.50, -1.54, -0.57, -0.28, 0.24, 0.41, 0.36, 0.35, 0.19, 0.12, 0.37, -0.64, 0.53, -0.30, -0.02, -1.28, 0.49, 0.26, 0.20, 0.38, 0.31, 0.31, 0.45, -0.43, -0.26, -0.61, 0.63, -0.31, -0.11, -1.23, -0.68, 0.29, 0.26, 0.30, 0.32, 0.39, 0.36, 0.38, -0.08, -0.59, 0.88, -0.33, -0.57, -0.27, -1.08, 0.37, 0.36, -0.08, -0.06, 0.41, 0.29, 0.23, 0.36, -0.16, -0.58, -0.06, -0.16, 0.46, 0.34, -0.08, 0.35, -0.18, -0.26, -0.33, -0.17, 0.06, 0.47, 0.60, -0.17],
  "lumo_ev": 0.5,
  "total_energy_ha": -12492.634594,
  "max_force_ev_per_a": 4.71
}